DFT (ωB97M-V/def2-TZVPD) results for a molecular structure, C61H47InNP3Si.

Last column: Mulliken charge in e.
CARTESIAN COORDINATES (ANGSTROEM)
In1 -0.525 0.005 -0.322  1.539
C1 -6.030 -2.624 -1.581  -0.531
C2 -5.989 -1.628 -0.589  -0.795
C3 -4.740 -1.243 -0.100  -0.519
C4 -3.606 -2.054 -0.346  0.823
C5 -3.616 -2.981 -1.365  -1.079
C6 -4.816 -3.263 -1.986  -0.702
P1 -2.128 -1.964 0.687  1.170
C7 -1.620 -3.663 0.790  0.123
C8 -0.302 -4.068 0.820  0.032
C9 0.049 -5.420 0.934  -0.652
C10 -0.913 -6.375 1.145  -0.510
C11 -2.258 -5.965 1.307  -0.773
C12 -2.626 -4.650 1.096  -0.342
C13 -2.590 -1.411 2.382  0.121
C14 -3.897 -1.776 2.775  -0.208
C15 -4.436 -1.154 3.969  -1.064
C16 -3.606 -0.350 4.750  -0.865
C17 -2.278 -0.089 4.365  -0.019
C18 -1.835 -0.487 3.157  0.460
Si1 -0.250 0.075 2.328  -0.702
C19 1.277 -0.912 2.776  0.244
C20 1.313 -1.421 4.064  -0.151
C21 2.523 -1.895 4.550  -0.857
C22 3.634 -2.013 3.727  -1.446
C23 3.610 -1.558 2.390  -0.903
C24 2.363 -1.163 1.854  0.551
P2 2.399 -0.668 0.133  0.956
C25 3.067 -2.056 -0.784  1.114
C26 2.803 -1.982 -2.178  -0.339
C27 2.961 -3.116 -2.967  -0.649
C28 3.600 -4.278 -2.475  -0.860
C29 3.973 -4.258 -1.123  -0.772
C30 3.668 -3.210 -0.265  -0.751
C31 3.607 0.637 0.102  1.059
C32 4.285 1.038 1.271  -0.040
C33 5.419 1.772 1.221  -0.448
C34 5.944 2.168 -0.011  -0.862
C35 5.241 1.800 -1.150  -0.548
C36 4.029 1.119 -1.152  -0.256
C37 0.029 1.916 2.911  0.628
C38 0.363 2.115 4.250  -0.733
C39 0.089 3.301 4.873  -0.659
C40 -0.427 4.394 4.105  -0.786
C41 -0.579 4.282 2.720  -0.567
C42 -0.383 3.030 2.119  0.013
P3 -0.507 2.677 0.362  0.853
C43 -2.186 2.918 -0.240  0.558
C44 -3.251 2.889 0.671  -0.477
C45 -4.548 3.205 0.138  -0.581
C46 -4.740 3.419 -1.234  -0.809
C47 -3.595 3.390 -2.084  -0.546
C48 -2.307 3.167 -1.575  -0.256
C49 0.539 3.981 -0.409  0.835
C50 1.836 3.720 -0.833  -0.586
C51 2.700 4.736 -0.961  -0.221
C52 2.260 6.061 -1.020  -0.694
C53 0.948 6.307 -0.738  -0.676
C54 0.014 5.262 -0.515  -0.522
H1 -6.982 -2.800 -2.134  0.379
H2 -6.906 -1.075 -0.310  0.424
H3 -4.670 -0.341 0.498  0.662
H4 -2.747 -3.504 -1.694  0.553
H5 -4.869 -4.033 -2.756  0.441
H6 0.470 -3.291 0.662  0.255
H7 1.121 -5.641 0.907  0.444
H8 -0.604 -7.420 1.153  0.419
H9 -3.095 -6.689 1.400  0.351
H10 -3.644 -4.245 1.158  0.187
H11 -4.491 -2.554 2.220  0.265
H12 -5.511 -1.206 4.099  0.433
H13 -3.991 -0.037 5.716  0.444
H14 -1.593 0.465 5.060  0.391
H15 0.423 -1.370 4.754  0.286
H16 2.576 -2.105 5.597  0.487
H17 4.580 -2.411 4.179  0.385
H18 4.508 -1.544 1.807  0.944
H19 2.428 -1.012 -2.558  -0.306
H20 2.663 -3.061 -4.031  0.438
H21 3.820 -5.127 -3.112  0.445
H22 4.439 -5.174 -0.818  0.423
H23 3.899 -3.247 0.765  0.619
H24 3.818 0.821 2.279  0.229
H25 5.932 1.916 2.202  0.426
H26 6.905 2.652 -0.079  0.476
H27 5.710 2.104 -2.157  0.295
H28 3.600 0.715 -2.102  0.166
H29 0.791 1.279 4.809  0.570
H30 0.113 3.246 5.975  0.367
H31 -0.640 5.396 4.638  0.318
H32 -0.858 5.112 2.085  0.552
H33 -3.140 2.633 1.768  0.283
H34 -5.417 3.050 0.812  0.400
H35 -5.668 3.713 -1.688  0.481
H36 -3.709 3.300 -3.214  0.328
H37 -1.361 3.250 -2.194  0.372
H38 2.127 2.691 -0.904  0.095
H39 3.738 4.491 -1.196  0.411
H40 2.955 6.870 -1.216  0.433
H41 0.664 7.401 -0.688  0.334
H42 -1.058 5.463 -0.389  0.524
N1 -0.169 -0.069 -2.472  -0.943
C55 0.106 0.034 -3.619  0.886
C56 0.405 0.166 -4.991  0.527
C57 1.032 1.294 -5.542  -0.367
C58 1.657 1.190 -6.796  -0.665
C59 1.383 0.127 -7.592  -0.252
C60 0.527 -0.925 -7.094  -0.484
C61 0.128 -0.979 -5.788  -0.428
H43 1.057 2.260 -5.012  0.468
H44 2.150 2.084 -7.222  0.362
H45 1.751 0.015 -8.659  0.362
H46 0.168 -1.697 -7.815  0.374
H47 -0.477 -1.867 -5.442  0.407

Computed properties:
Charge   +2
LUMO   -5.60 eV
Spin multiplicity   1
Max |F|   4.1 eV/A